1.
A 5-piece molecular cluster, C30H26N3O16 overall in a non-equilibrium geometry. Source: OMol25; level of theory: ωB97M-V with the def2-TZVPD basis set.

Kohn-Sham gap in eV: 5.422
Total energy in eV: -68748.1669
Lowest unoccupied orbital energy in Ha: -0.2030

ORCA input file:
```
! wB97M-V def2-TZVPD RIJCOSX def2/J DEFGRID3
* xyz 1 1
N 6.36 3.28 0.44
C 7.24 2.06 0.63
C 6.62 0.84 -0.21
C 6.98 -0.62 0.43
C 6.59 -0.76 1.92
C 7.01 -2.18 2.46
C 7.69 -3.01 1.36
N 7.92 -2.69 0.00
N 7.57 -1.50 -0.47
H 6.23 3.34 -0.59
H 5.45 3.08 0.89
H 7.30 1.89 1.75
H 8.27 2.37 0.23
H 6.98 0.93 -1.29
H 5.46 0.86 -0.22
H 6.08 0.02 2.57
H 6.85 -2.51 3.54
H 8.07 -4.05 1.68
H 8.38 -3.37 -0.63
C 4.18 -2.81 -0.58
C 3.98 -3.61 -1.63
C 2.62 -4.12 -1.96
O 2.46 -4.83 -2.93
C 1.51 -3.75 -1.08
C 1.72 -2.95 -0.03
C 3.07 -2.41 0.29
O 3.22 -1.67 1.24
O 0.69 -2.59 0.80
O 5.00 -3.99 -2.44
H 5.16 -2.43 -0.33
H 0.53 -4.14 -1.32
H 1.10 -2.01 1.48
H 4.60 -4.56 -3.12
C -2.06 -1.57 3.24
C -2.27 -2.36 2.20
C -3.63 -2.88 1.87
O -3.78 -3.59 0.89
C -4.74 -2.50 2.75
C -4.53 -1.70 3.80
C -3.18 -1.17 4.11
O -3.03 -0.43 5.07
O -5.55 -1.35 4.63
O -1.24 -2.74 1.38
H -1.08 -1.18 3.49
H -5.72 -2.90 2.51
H -5.15 -0.77 5.30
H -1.65 -3.32 0.70
C -1.69 0.97 0.17
C -1.24 1.63 -0.89
C -1.61 3.06 -1.14
O -1.16 3.64 -2.11
C -2.52 3.70 -0.19
C -2.98 3.03 0.88
C -2.58 1.62 1.14
O -3.01 1.05 2.12
O -3.83 3.62 1.76
O -0.41 1.04 -1.80
H -1.42 -0.06 0.36
H -2.80 4.73 -0.38
H -4.01 2.94 2.44
H -0.22 1.73 -2.47
C -5.75 2.44 -3.83
C -6.58 3.15 -4.59
C -7.73 3.89 -4.01
O -8.46 4.54 -4.74
C -7.94 3.80 -2.56
C -7.11 3.09 -1.79
C -5.94 2.37 -2.38
O -5.19 1.75 -1.64
O -7.29 3.00 -0.45
O -6.41 3.22 -5.94
H -4.90 1.90 -4.24
H -8.79 4.33 -2.15
H -6.56 2.44 -0.13
H -7.14 3.78 -6.26
*
```

---

2.
C30H26N4S8Sn as an isolated structure. Source: OMol25; level of theory: ωB97M-V with the def2-TZVPD basis set.

Energy above the lowest of the compared OMol25 structures with the same formula, charge and spin in kJ/mol: 0.0
Kohn-Sham gap in eV: 5.688
Total energy in eV: -130010.3039
Lowest unoccupied orbital energy in Ha: 0.1446

ORCA input file:
```
! wB97M-V def2-TZVPD RIJCOSX def2/J DEFGRID3
* xyz -2 1
Sn 0.15 -0.13 -0.37
C -1.41 1.98 2.45
C -1.81 2.72 1.21
C -2.68 3.84 1.35
C -3.02 4.56 0.26
C -2.47 4.22 -1.01
C -2.76 4.98 -2.16
C -2.17 4.63 -3.34
C -1.29 3.54 -3.40
C -0.97 2.76 -2.30
S 0.16 1.45 -2.50
C -1.60 3.11 -1.06
N -1.33 2.36 0.05
H -0.67 2.57 3.00
H -0.93 1.03 2.21
H -2.26 1.81 3.10
H -3.06 4.10 2.34
H -3.68 5.42 0.33
H -3.44 5.82 -2.09
H -2.37 5.20 -4.24
H -0.82 3.28 -4.34
S 2.10 0.15 2.66
C 2.21 1.70 1.92
C 2.61 2.84 2.68
C 2.71 4.08 2.10
C 2.43 4.23 0.74
C 2.04 3.10 0.06
N 1.92 1.88 0.60
H 2.83 2.69 3.73
H 3.02 4.94 2.70
H 2.50 5.19 0.24
H 1.79 3.15 -1.00
S -1.91 -1.49 -1.77
C -0.54 -2.08 -2.65
C -0.64 -3.00 -3.72
C 0.50 -3.43 -4.37
C 1.75 -2.96 -3.96
C 1.78 -2.07 -2.91
N 0.68 -1.65 -2.28
H -1.63 -3.34 -4.01
H 0.42 -4.14 -5.18
H 2.66 -3.29 -4.43
H 2.72 -1.68 -2.53
C -4.49 -3.35 4.29
C -3.56 -2.63 3.34
C -4.05 -1.71 2.43
C -3.17 -1.07 1.57
N -1.86 -1.30 1.59
C -1.38 -2.19 2.45
C -2.20 -2.88 3.34
H -5.26 -2.68 4.67
H -3.94 -3.77 5.14
H -4.99 -4.18 3.78
H -5.11 -1.49 2.38
H -3.52 -0.35 0.84
H -0.31 -2.35 2.42
H -1.76 -3.60 4.02
C 4.31 -1.09 -0.06
S 5.25 -2.52 0.51
C 4.72 -3.77 -0.59
C 3.46 -4.30 -0.65
S 2.04 -3.85 0.16
S 3.37 -5.64 -1.81
C 5.00 -5.70 -2.35
S 5.60 -6.80 -3.46
S 5.94 -4.48 -1.62
H 4.60 -0.24 0.56
H 3.25 -1.28 0.08
H 4.54 -0.87 -1.11
*
```

---

3.
C30H26N7O4Ta as an isolated structure. Source: OMol25; level of theory: ωB97M-V with the def2-TZVPD basis set.

Kohn-Sham gap in eV: 6.100
Total energy in eV: -51689.2824
Lowest unoccupied orbital energy in Ha: -0.2914

ORCA input file:
```
! wB97M-V def2-TZVPD RIJCOSX def2/J DEFGRID3
* xyz 2 1
Ta 0.58 0.11 -0.03
C -2.89 1.15 -4.23
C -3.47 0.64 -3.07
C -2.80 0.73 -1.86
C -1.54 1.32 -1.82
C -0.97 1.85 -2.97
C -1.65 1.76 -4.18
N -0.84 1.42 -0.56
C -1.04 2.64 0.13
C -1.81 3.70 -0.32
C -1.89 4.85 0.46
C -1.23 4.96 1.69
C -0.48 3.90 2.16
C -0.40 2.77 1.36
N 0.23 1.57 1.70
N 0.57 1.36 2.87
C 0.85 -0.02 3.09
C 1.24 -0.43 4.34
C 1.28 -1.79 4.59
C 0.90 -2.67 3.59
C 0.56 -2.17 2.35
N 0.56 -0.85 2.07
H -3.42 1.09 -5.17
H -4.45 0.17 -3.11
H -3.24 0.34 -0.96
H 0.00 2.33 -2.91
H -1.20 2.17 -5.07
H -2.34 3.65 -1.26
H -2.48 5.68 0.10
H -1.31 5.87 2.27
H 0.04 3.93 3.11
H 1.46 0.31 5.09
H 1.58 -2.16 5.56
H 0.87 -3.74 3.76
H 0.28 -2.83 1.55
O 1.45 0.10 -1.96
N 0.95 -0.64 -2.89
N -0.05 -1.28 -2.51
O -0.41 -1.17 -1.22
C -0.85 -2.10 -3.38
C -1.78 -2.96 -2.81
C -2.54 -3.74 -3.65
C -2.37 -3.67 -5.03
C -1.43 -2.80 -5.57
C -0.66 -2.00 -4.75
H -1.91 -2.99 -1.74
H -3.28 -4.42 -3.24
H -2.97 -4.28 -5.68
H -1.30 -2.73 -6.64
H 0.07 -1.30 -5.16
C 3.89 -3.93 -0.15
C 2.59 -4.08 -0.60
C 1.73 -3.01 -0.53
N 2.08 -1.80 -0.04
C 3.35 -1.67 0.40
C 4.27 -2.70 0.36
H 4.60 -4.75 -0.20
H 2.24 -5.01 -1.01
H 0.71 -3.12 -0.87
H 3.62 -0.70 0.78
H 5.27 -2.52 0.72
C 3.20 3.66 -0.54
O 2.08 2.74 -0.68
C 2.21 1.58 -0.06
O 3.15 1.24 0.63
H 2.86 4.58 -1.01
H 4.07 3.26 -1.05
H 3.42 3.82 0.51
*
```

---

4.
C30H27AsIO7PPdS2 as an isolated structure in a non-equilibrium geometry. Source: OMol25; level of theory: ωB97M-V with the def2-TZVPD basis set.

Energy above the lowest of the compared OMol25 structures with the same formula, charge and spin in kJ/mol: 346.8
Kohn-Sham gap (alpha / beta) in eV: 6.332 / 6.340
Total energy in eV: -149255.9802
Lowest unoccupied orbital energy (alpha / beta) in Ha: -0.0767 / -0.0764

ORCA input file:
```
! wB97M-V def2-TZVPD RIJCOSX def2/J DEFGRID3
* xyz 0 1
Pd -1.14 -1.02 0.71
O -4.27 -1.95 3.16
As -3.91 -1.07 1.75
O -5.30 -0.58 1.11
O -3.13 -2.10 0.64
C -2.73 0.47 2.18
C -3.15 1.75 1.80
C -2.45 2.86 2.25
C -1.34 2.71 3.06
C -0.89 1.44 3.40
C -1.58 0.33 2.95
S -1.15 -1.29 3.61
O 0.20 -1.20 4.12
O -2.15 -1.52 4.64
O -1.28 -2.26 2.51
H -3.53 -1.97 3.80
H -4.05 1.85 1.20
H -2.79 3.85 1.97
H -0.82 3.58 3.45
H -0.04 1.28 4.03
I -2.91 -0.83 -1.33
C -2.28 0.29 -3.17
C -3.28 0.43 -4.09
C -3.07 1.05 -5.33
C -1.83 1.52 -5.63
C -0.77 1.42 -4.70
C 0.48 1.96 -5.04
C 1.52 1.94 -4.16
C 1.33 1.36 -2.91
C 0.13 0.80 -2.52
P 0.30 0.07 -0.83
C 1.11 1.44 0.03
C 0.29 2.57 0.12
C 0.68 3.66 0.89
C 1.88 3.62 1.57
C 2.69 2.50 1.48
C 2.32 1.41 0.72
C 1.37 -1.36 -1.26
C 2.73 -1.32 -1.54
C 3.42 -2.50 -1.79
C 2.76 -3.72 -1.79
C 1.40 -3.76 -1.54
C 0.71 -2.60 -1.26
C -0.98 0.81 -3.42
H -4.26 0.03 -3.85
H -3.89 1.14 -6.03
H -1.62 1.97 -6.58
H 0.60 2.40 -6.02
H 2.49 2.36 -4.42
H 2.16 1.37 -2.21
H -0.66 2.58 -0.40
H 0.04 4.53 0.95
H 2.18 4.46 2.18
H 3.63 2.48 2.02
H 2.95 0.54 0.66
H 3.26 -0.39 -1.57
H 4.48 -2.46 -1.99
H 3.30 -4.63 -1.99
H 0.87 -4.70 -1.56
H -0.37 -2.66 -1.04
C 3.00 -1.66 3.19
S 2.13 -2.23 1.69
C 1.27 -3.63 2.48
O 1.10 -1.17 1.42
H 2.25 -1.37 3.91
H 3.61 -0.79 2.93
H 3.63 -2.46 3.55
H 2.00 -4.41 2.67
H 0.50 -3.98 1.80
H 0.80 -3.28 3.39
*
```

---

| no. | molecular weight (g mol⁻¹) |
| --- | --- |
| 1 | 684.5 |
| 2 | 817.8 |
| 3 | 729.5 |
| 4 | 902.9 |